# 1
Computed, not measured: a cluster of 5 separate species, C33H52O11 in total, with the ωB97M-V functional and the def2-TZVPD basis.

The geometry in XYZ format:
```
96
C33H52O11 | the Open Molecules 2025 dataset | the ωB97M-V functional and the def2-TZVPD basis
O -2.919 3.021 -5.295
C -2.003 2.653 -4.515
C -1.127 3.672 -3.624
C -1.689 4.932 -2.932
C -0.748 5.831 -2.063
C 0.769 5.545 -1.842
C 1.334 4.248 -2.535
C 0.405 3.374 -3.400
C 0.957 2.049 -4.139
O 2.097 2.003 -4.663
C -0.078 0.811 -4.129
C 0.458 -0.617 -3.890
C -0.581 -1.793 -3.846
C 0.012 -3.246 -3.552
C 0.917 -3.056 -2.096
C 0.097 -3.570 -0.715
O 0.374 -2.035 -1.127
C -2.096 -1.537 -4.082
C -2.609 -0.066 -4.324
C -1.601 1.101 -4.327
H -2.783 5.238 -3.033
H -1.174 6.754 -1.550
H 1.432 6.244 -1.211
H 2.430 4.009 -2.358
H 1.566 -0.836 -3.747
H 0.761 -3.608 -4.331
H -0.764 -4.019 -3.239
H 2.099 -3.256 -2.142
H 0.618 -3.393 0.298
H -1.029 -3.311 -0.712
H -2.861 -2.395 -4.052
H -3.728 0.112 -4.491
C -6.993 -3.195 0.362
O -5.957 -3.034 1.321
C -4.882 -3.949 1.116
C -3.690 -3.262 0.457
O -3.988 -2.883 -0.886
C -4.261 -1.492 -1.006
H -7.682 -2.354 0.461
H -6.602 -3.204 -0.659
H -7.541 -4.122 0.557
H -5.209 -4.813 0.529
H -4.577 -4.307 2.104
H -2.859 -3.974 0.408
H -3.360 -2.399 1.044
H -3.333 -0.922 -0.897
H -4.991 -1.158 -0.264
H -4.669 -1.309 -2.002
C 4.139 2.271 0.928
O 2.913 1.866 0.334
C 3.040 0.643 -0.391
C 2.465 -0.531 0.395
O 3.253 -0.815 1.552
C 2.655 -0.327 2.745
H 3.930 3.096 1.612
H 4.602 1.459 1.495
H 4.829 2.622 0.154
H 4.084 0.457 -0.665
H 2.465 0.761 -1.315
H 2.496 -1.422 -0.237
H 1.421 -0.348 0.667
H 1.789 -0.943 3.005
H 2.350 0.718 2.646
H 3.390 -0.399 3.549
C 6.428 -5.501 4.336
O 5.725 -5.125 3.161
C 5.252 -3.780 3.219
C 6.127 -2.848 2.387
O 7.426 -2.708 2.963
C 8.405 -3.477 2.279
H 6.916 -6.460 4.150
H 7.194 -4.769 4.602
H 5.726 -5.622 5.167
H 5.185 -3.433 4.255
H 4.242 -3.780 2.797
H 5.672 -1.853 2.383
H 6.192 -3.192 1.350
H 8.626 -3.020 1.309
H 8.080 -4.510 2.135
H 9.316 -3.480 2.879
C -5.905 4.590 2.428
O -4.717 3.936 2.850
C -4.020 3.325 1.765
C -2.813 4.156 1.343
O -3.215 5.390 0.751
C -3.073 6.487 1.641
H -6.281 5.186 3.262
H -5.722 5.257 1.581
H -6.663 3.848 2.158
H -4.691 3.151 0.917
H -3.668 2.352 2.122
H -2.257 3.603 0.579
H -2.140 4.328 2.190
H -2.012 6.726 1.770
H -3.525 6.280 2.615
H -3.575 7.351 1.202
```

Summary:
LUMO = -0.037 Ha
Highest occupied orbital energy = -0.3288 hartree
SMILES = O=C1c2ccccc2C(=O)c2cc(C[C@@H]3CO3)ccc21.COCCOC.COCCOC.COCCOC.COCCOC
Multiplicity = 1
E = -57569.626 eV

Results of the Mulliken charge analysis, in e, for atoms 1 through 5: number 1, O, carries -0.550; number 2, C, carries 0.217; number 3, C, carries 0.491; number 4, C, carries -0.706; number 5, C, carries -0.290

---

# 2
Computed, not measured: a structure of composition C33H53AlCl2CsLiN8NaO9S2, with the ωB97M-V functional and the def2-TZVPD basis.

The geometry in XYZ format:
```
111
C33H53AlCl2CsLiN8NaO9S2 | the Open Molecules 2025 dataset | the ωB97M-V functional and the def2-TZVPD basis
C 4.728 -0.425 0.373
C 3.443 0.177 -0.253
C 3.544 1.732 -0.440
C 2.130 2.250 -0.809
C 1.551 3.226 0.276
C 0.571 2.508 1.249
C 1.097 2.461 2.751
C 1.669 1.113 2.990
N 2.964 0.685 2.953
N 2.894 -0.596 3.235
N 1.677 -0.948 3.432
C 1.260 -2.315 3.745
C 2.364 -3.360 3.376
O 2.980 -3.845 4.310
C 2.615 -3.761 1.981
C 2.309 -3.012 0.848
C 2.548 -3.499 -0.434
C 3.117 -4.764 -0.637
C 3.464 -5.500 0.509
C 3.215 -5.027 1.781
N 0.829 0.124 3.315
C -0.620 0.157 3.509
C -1.496 0.012 2.170
C -2.344 -1.348 2.238
C -3.148 -1.465 0.900
C -4.688 -1.295 1.203
C -5.454 -2.126 0.142
C -7.006 -1.917 0.093
S -7.634 -0.419 0.919
C -7.140 0.889 -0.168
N -7.189 2.162 0.004
N -6.664 2.720 -1.134
C -6.315 1.772 -1.924
O -6.602 0.552 -1.370
H 5.331 0.316 0.924
H 5.387 -0.897 -0.376
H 4.472 -1.215 1.107
H 2.574 0.022 0.423
H 3.267 -0.307 -1.231
H 3.952 2.200 0.466
H 4.235 1.885 -1.274
H 1.467 1.377 -0.983
H 2.186 2.797 -1.763
H 1.003 4.008 -0.273
H 2.399 3.657 0.831
H 0.476 1.472 0.867
H -0.445 2.933 1.243
H 1.893 3.206 2.907
H 0.263 2.641 3.494
H 0.920 -2.469 4.802
H 0.405 -2.540 3.036
H 1.848 -2.023 0.938
H 2.306 -2.912 -1.324
H 3.285 -5.155 -1.641
H 3.914 -6.485 0.368
H 3.497 -5.625 2.645
H -0.865 -0.627 4.266
H -0.880 1.136 3.974
H -0.926 0.104 1.241
H -2.245 0.820 2.194
H -1.691 -2.277 2.395
H -3.052 -1.212 3.137
H -3.012 -2.464 0.458
H -2.810 -0.669 0.224
H -4.929 -1.682 2.209
H -4.880 -0.214 1.148
H -5.258 -3.189 0.378
H -4.968 -1.936 -0.830
H -7.480 -2.782 0.574
H -7.284 -1.836 -0.969
H -5.880 1.957 -2.899
O 4.358 4.215 2.952
C 4.575 4.356 4.138
N 5.100 5.515 4.622
C 4.289 3.280 5.158
H 5.295 5.673 5.592
H 5.300 6.246 3.960
H 4.869 2.392 4.906
H 3.225 3.040 5.133
H 4.551 3.593 6.169
C -5.141 -0.728 -6.066
C -4.268 0.250 -5.284
C -2.879 -0.305 -4.968
C -2.986 -1.524 -4.145
N -3.070 -2.479 -3.504
H -5.337 -1.644 -5.496
H -6.108 -0.276 -6.297
H -4.659 -0.996 -6.998
H -4.782 0.514 -4.358
H -4.156 1.167 -5.863
H -2.292 0.436 -4.425
H -2.347 -0.543 -5.890
Cl -0.096 3.076 5.415
Cl 1.009 -6.003 2.406
Al 1.566 -6.297 5.013
O 1.541 0.826 -8.586
C 0.485 1.506 -8.510
C -0.716 0.522 -7.743
O -1.803 1.176 -7.668
H 0.002 1.826 -9.452
H 0.498 2.425 -7.897
H -0.243 0.207 -6.793
H -0.723 -0.415 -8.333
Na -4.955 -2.161 -8.023
O 5.041 3.959 -1.037
S 6.076 4.168 -0.018
O 5.763 3.293 1.131
O 6.072 5.567 0.437
O 7.403 3.838 -0.558
Cs -2.313 -2.111 4.766
Li -1.356 -6.503 2.288
```

Summary:
LUMO = -0.184 Ha
Highest occupied orbital energy = -0.2252 hartree
Multiplicity = 1
Charge = +1
E = -123885.619 eV

Results of the Mulliken charge analysis, in e, for atoms 1 through 5: number 1, C, carries -1.368; number 2, C, carries 0.343; number 3, C, carries 0.172; number 4, C, carries -1.036; number 5, C, carries -1.018